Record 1
Here is a 9-piece molecular cluster, C5H30N3O8 overall at a distorted geometry from the OMol25 dataset. Energies are from wB97M-V/def2-TZVPD.

Calculated values
2S+1: 2
Frontier orbital gap (alpha / beta) in eV: 2.557 / 9.117
LUMO (alpha / beta) in eV: 0.4 / 0.3
ΔE to the lowest compared entry with this formula, charge and spin in eV: 4.179
DFT total energy in eV: -26515.1833
Total charge: 0

Structure (XYZ):
```
46
Properties=species:S:1:pos:R:3:forces:R:3:lowdin_spin:R:1
C -2.129 3.195 -2.028 1.4 -0.8 3.7 0.042
C -1.906 1.814 -1.408 -1.8 -2.9 0.2 0.011
C -1.331 0.792 -2.454 -0.2 0.8 -1.1 0.040
C -1.666 -0.717 -2.278 1.2 1.9 5.4 0.008
N 1.215 -2.313 -0.588 -0.8 2.0 2.9 0.014
C 0.192 -1.572 -0.793 0.8 -0.1 -1.6 0.031
N -0.410 -1.466 -2.048 -1.0 -0.8 -0.8 0.006
N -0.921 1.679 -0.205 -2.6 -0.1 -0.3 0.024
H -2.353 2.991 -2.995 0.0 0.0 -3.2 0.003
H -1.173 3.627 -1.763 0.2 1.2 -1.0 0.030
H -2.959 3.760 -1.646 -0.2 0.2 0.7 0.005
H -2.965 1.352 -1.076 2.4 1.0 -0.3 0.002
H -0.202 0.920 -2.504 -1.4 -0.1 -0.2 0.033
H -1.771 1.092 -3.435 0.6 -0.1 0.5 0.004
H -2.389 -1.026 -2.929 -0.8 -1.5 -2.7 0.001
H -2.402 -0.784 -1.330 1.9 -0.1 -1.2 0.002
H 1.557 -2.916 -1.281 0.0 -0.6 -1.6 0.009
H -0.161 -0.828 0.009 0.3 -1.5 -1.2 0.009
H -0.022 -2.038 -2.852 -0.7 1.0 1.8 0.009
H -1.458 0.863 0.361 2.1 2.3 -0.5 0.006
H -0.840 2.579 0.347 -0.1 -1.3 0.2 0.007
H 0.059 1.493 -0.552 -0.5 -0.4 0.4 0.020
H 1.924 1.278 1.343 0.3 0.2 -0.5 0.026
H 2.027 2.611 0.496 0.3 -0.4 -0.7 0.035
O 1.801 2.235 1.342 -0.4 0.2 1.8 0.056
H -0.143 -2.259 2.721 4.3 1.3 -1.1 0.003
H -0.987 -2.807 3.595 -1.6 1.4 -3.0 0.003
O -1.046 -2.303 2.646 -3.1 -3.0 4.2 0.010
H 0.128 4.129 2.230 1.1 0.7 1.5 0.009
H -0.647 4.603 0.945 0.4 0.1 0.7 0.015
O -0.319 3.851 1.467 -1.9 -0.3 -2.5 0.040
H -1.104 -4.180 0.014 1.2 -0.1 -2.2 0.001
H 0.159 -4.664 -0.571 5.8 -2.7 2.1 0.001
O -0.579 -4.303 -0.856 -7.4 2.3 0.2 0.003
H 2.292 -1.196 2.958 -1.6 -0.4 -1.0 0.012
H 1.779 -2.193 1.883 -0.5 1.2 0.3 0.009
O 1.442 -1.480 2.495 2.3 -0.6 0.4 0.032
H 4.440 0.027 1.389 -1.6 -2.3 -1.0 0.022
H 4.403 -1.409 0.712 1.0 -0.9 -0.7 0.016
O 3.836 -0.767 1.095 0.5 3.2 1.7 0.052
H -2.167 0.134 2.917 1.6 -0.1 -1.6 0.005
H -0.831 0.006 2.063 5.5 -2.9 0.9 0.008
O -1.635 0.348 2.098 -7.1 3.1 0.7 0.021
H 2.118 0.038 -0.455 0.6 -0.8 -0.5 0.025
H 2.132 0.876 -1.919 -0.1 -0.6 1.9 0.094
O 1.926 0.862 -0.914 -0.6 1.3 -1.8 0.187
```
Positions in Å, forces in eV/Å.



Record 2
Here is a 2-piece molecular cluster, C17H15N4O11S overall at a distorted geometry from the OMol25 dataset. Energies are from wB97M-V/def2-TZVPD.

Calculated values
2S+1: 1
Frontier orbital gap in eV: 3.857
LUMO in eV: 0.2
DFT total energy in eV: -57179.2923
Total charge: -1

Structure (XYZ):
```
48
Properties=species:S:1:pos:R:3:forces:R:3:lowdin_charge:R:1
C -0.442 -3.667 3.358 -0.1 -0.4 -0.2 -0.077
C -0.938 -2.320 3.787 0.5 0.6 -0.4 -0.214
O -0.141 -1.356 3.033 -1.0 -0.8 1.1 -0.054
C -0.537 -0.079 3.125 1.9 2.2 -2.5 -0.535
C 0.473 0.847 2.482 0.2 -3.4 1.7 -0.369
O 0.055 2.071 2.171 -1.2 2.3 -1.4 -0.222
C -1.019 2.210 1.161 0.9 -0.1 0.8 -0.028
S 1.522 0.024 1.230 -2.5 1.1 1.5 0.727
C 2.401 1.354 0.406 0.2 0.0 0.0 -0.263
C 2.672 1.218 -0.960 0.1 0.3 0.1 -0.062
C 3.360 2.234 -1.625 0.0 0.1 0.2 -0.093
C 3.750 3.390 -0.933 0.0 -0.3 0.2 -0.099
C 3.489 3.496 0.439 0.0 -0.1 -0.1 -0.079
C 2.805 2.478 1.115 0.4 0.2 -0.2 -0.055
O 2.454 -0.909 1.813 0.3 0.0 -0.5 -0.319
O 0.532 -0.398 0.252 0.7 -0.9 -1.1 -0.349
O -1.616 0.322 3.565 0.2 -0.5 0.4 0.032
H -0.889 -4.424 4.004 0.0 -0.1 0.0 0.071
H -0.737 -3.873 2.326 0.2 0.0 0.1 0.078
H 0.647 -3.718 3.443 -0.2 0.0 0.0 0.085
H -1.999 -2.169 3.557 0.2 0.0 0.1 0.125
H -0.757 -2.180 4.857 -0.2 0.2 -0.2 0.095
H -0.955 3.258 0.878 -0.2 0.0 -0.1 0.079
H -0.833 1.552 0.307 0.0 0.1 0.2 0.076
H -1.961 1.972 1.655 -0.1 0.0 -0.2 0.077
H 2.332 0.333 -1.500 0.1 0.2 0.2 0.112
H 3.603 2.119 -2.683 -0.1 0.1 0.3 0.097
H 4.278 4.196 -1.456 -0.2 -0.3 0.2 0.096
H 3.832 4.368 1.001 -0.2 -0.2 -0.2 0.101
H 2.595 2.561 2.181 0.0 0.0 -0.3 0.110
O -3.440 5.178 7.893 1.0 -2.0 -0.6 0.068
N -3.190 3.965 7.785 -1.7 -0.1 1.2 -0.319
O -3.882 3.080 8.344 1.1 1.6 -0.8 0.030
C -2.079 3.468 6.980 0.5 -0.6 -0.8 -0.049
C -1.880 2.087 6.908 0.0 1.0 0.0 0.122
C -0.850 1.542 6.101 0.7 1.8 -1.1 -0.109
N -0.574 0.140 6.146 0.9 -2.9 -0.8 -0.300
O -1.343 -0.623 6.763 1.0 1.5 -0.6 0.056
O 0.436 -0.274 5.523 -1.8 1.2 1.9 0.069
C -0.069 2.342 5.244 -0.2 -1.5 0.9 0.139
C -0.226 3.706 5.375 0.5 1.7 -0.2 -0.084
N 0.621 4.720 4.909 -0.8 -1.1 0.5 -0.152
O 1.630 4.712 4.220 -1.2 0.3 0.8 0.091
O 0.151 5.898 5.488 -0.2 -0.6 -0.3 0.038
N -0.983 5.665 6.284 0.2 -1.7 -0.5 0.143
C -1.183 4.329 6.211 -0.1 1.6 1.0 -0.139
H -2.511 1.412 7.482 0.2 0.2 -0.2 0.135
H 0.652 1.949 4.535 0.1 -0.5 0.0 0.117
```
Positions in Å, forces in eV/Å.



Record 3
Here is C47H45GeN2O5ScSe as an isolated structure from the OMol25 dataset. Energies are from wB97M-V/def2-TZVPD.

Calculated values
2S+1: 2
Frontier orbital gap (alpha / beta) in eV: 7.144 / 5.847
LUMO (alpha / beta) in eV: -3.0 / -4.5
ΔE to the lowest compared entry with this formula, charge and spin in eV: 0.235
DFT total energy in eV: -205248.1448
Total charge: +1

Structure (XYZ):
```
102
Properties=species:S:1:pos:R:3:forces:R:3:lowdin_spin:R:1
Sc -0.328 0.466 0.903 -0.7 0.2 0.0 0.184
O 1.825 0.375 1.098 -0.1 -0.2 0.0 0.045
C 2.282 -1.017 0.956 -0.1 0.1 0.1 0.006
C 1.148 -1.897 1.553 -0.1 0.1 0.1 0.001
O 1.321 -3.079 1.662 -0.2 -0.1 0.1 0.002
O 0.023 -1.243 1.808 0.5 -0.2 -0.3 0.004
C 3.620 -1.127 1.647 0.0 0.0 -0.1 0.001
C 4.693 -0.445 1.070 0.0 0.0 0.0 0.001
C 5.927 -0.425 1.697 0.0 0.0 0.0 0.000
C 6.099 -1.102 2.897 0.0 0.0 0.0 0.001
C 5.039 -1.789 3.466 0.0 0.0 0.0 0.000
C 3.797 -1.801 2.847 0.0 0.0 0.0 0.001
C 2.310 -1.346 -0.528 0.0 0.0 0.0 0.000
C 1.671 -0.548 -1.467 0.0 0.2 -0.1 0.003
C 1.614 -0.927 -2.804 0.0 -0.1 0.0 0.000
C 2.197 -2.116 -3.206 0.0 0.0 0.0 0.000
C 2.841 -2.918 -2.271 0.0 0.0 0.0 0.000
C 2.896 -2.539 -0.941 0.0 0.0 0.0 0.000
H 2.540 0.917 1.455 0.0 0.0 0.0 0.005
H 4.566 0.054 0.116 0.0 0.0 0.0 0.000
H 6.754 0.103 1.245 0.0 0.0 0.0 0.000
H 7.064 -1.096 3.386 0.0 0.0 0.0 0.000
H 5.175 -2.321 4.397 0.0 0.0 0.0 0.000
H 2.978 -2.348 3.293 0.0 0.0 0.0 0.000
H 1.279 0.435 -1.210 0.0 -0.1 0.1 0.007
H 1.132 -0.282 -3.527 0.0 0.0 0.0 0.000
H 2.162 -2.415 -4.245 0.0 0.0 0.0 0.000
H 3.303 -3.845 -2.580 0.0 0.0 0.0 0.000
H 3.384 -3.174 -0.214 0.0 0.0 0.0 0.000
C 2.678 2.863 -0.596 0.1 0.2 0.0 0.067
Ge 0.868 3.187 0.072 0.1 -0.1 0.0 0.345
C -0.317 3.340 -1.468 -0.1 0.0 0.0 0.074
C 0.230 3.527 -2.742 0.1 -0.1 0.0 0.025
C -0.589 3.582 -3.859 0.0 0.0 0.0 0.002
C -1.965 3.446 -3.724 -0.1 0.0 0.0 0.018
C -2.521 3.251 -2.468 0.0 0.0 0.0 -0.002
C -1.700 3.190 -1.351 0.0 0.1 0.2 0.020
C 1.064 4.472 1.514 -0.1 0.2 -0.1 0.052
C 1.183 4.017 2.797 0.0 -0.1 0.1 0.007
C 1.459 4.899 3.867 0.0 0.0 0.0 0.000
C 1.601 6.232 3.624 0.0 0.0 0.0 0.000
C 1.477 6.749 2.309 0.0 0.1 0.3 0.002
C 1.615 8.136 2.052 0.0 0.0 0.0 0.001
C 1.489 8.627 0.786 0.0 0.0 0.0 0.000
C 1.213 7.750 -0.285 0.0 0.1 0.0 0.000
C 1.077 6.410 -0.062 0.0 0.0 -0.1 0.005
C 1.207 5.868 1.241 0.0 -0.2 -0.2 0.011
H 2.967 3.762 -1.148 0.0 0.0 0.0 0.013
H 2.779 2.003 -1.252 0.0 0.0 0.0 0.000
H 3.371 2.785 0.243 0.0 -0.1 0.0 0.000
H 1.301 3.637 -2.871 0.0 0.0 0.0 0.002
H -0.157 3.742 -4.838 0.0 0.0 0.0 0.000
H -2.601 3.501 -4.597 0.0 0.0 0.0 0.001
H -3.593 3.152 -2.352 0.0 0.0 0.0 0.000
H -2.151 3.047 -0.377 0.0 0.0 0.0 0.000
H 1.027 2.964 3.020 0.1 0.1 0.0 0.003
H 1.546 4.515 4.874 0.0 0.0 0.0 0.000
H 1.806 6.916 4.437 0.0 0.0 0.0 0.000
H 1.823 8.799 2.882 0.0 0.0 0.0 0.000
H 1.595 9.687 0.599 0.0 0.0 0.0 0.000
H 1.105 8.145 -1.286 0.0 0.0 0.0 0.000
H 0.846 5.756 -0.898 0.0 0.0 0.0 0.003
C -7.130 4.421 0.380 0.0 0.0 0.0 0.000
C -5.832 3.809 0.826 -0.1 0.0 0.0 0.001
C -4.721 4.597 1.078 0.0 0.0 0.0 0.000
C -3.515 4.059 1.520 -0.1 -0.2 0.0 0.001
C -2.347 4.967 1.749 0.1 0.1 0.0 0.001
C -3.438 2.674 1.703 -0.2 -0.2 -0.1 0.005
Se -1.808 1.908 2.407 0.3 -0.1 -0.1 0.076
C -4.551 1.846 1.473 0.1 0.3 0.0 0.002
C -4.524 0.367 1.703 0.1 -0.1 0.1 0.003
C -5.726 2.438 1.029 0.0 0.0 0.0 0.000
H -6.977 5.425 -0.012 0.0 0.0 0.0 0.000
H -7.829 4.493 1.215 0.0 0.0 0.0 0.000
H -7.606 3.817 -0.393 0.0 0.0 0.0 0.000
H -4.786 5.669 0.932 0.0 0.0 0.0 0.000
H -2.642 6.010 1.640 0.0 0.0 0.0 0.000
H -1.555 4.769 1.024 0.0 0.0 0.0 0.000
H -1.909 4.826 2.738 0.0 0.0 0.0 0.001
H -3.760 -0.104 1.086 0.0 -0.1 0.0 0.000
H -5.487 -0.078 1.459 0.0 0.0 0.0 0.000
H -4.283 0.135 2.741 0.0 0.0 0.0 0.001
H -6.587 1.805 0.849 0.0 0.0 0.0 0.000
O -3.418 -5.456 2.299 0.0 0.0 0.0 0.000
C -3.674 -5.606 0.921 0.0 0.0 0.0 0.000
N -3.062 -4.464 0.288 0.0 0.0 0.1 0.000
C -3.683 -3.742 -0.668 0.0 0.0 -0.1 0.000
O -4.746 -4.038 -1.176 0.0 0.0 0.0 0.000
C -2.967 -2.495 -1.121 0.1 0.1 0.2 0.000
C -3.143 -2.047 -2.424 0.0 0.0 0.0 0.000
C -2.525 -0.877 -2.827 0.1 0.0 0.1 0.000
C -1.765 -0.176 -1.907 -0.1 0.0 -0.1 0.000
N -1.616 -0.586 -0.641 0.3 0.2 0.1 0.000
C -2.205 -1.730 -0.258 0.0 -0.1 0.0 0.000
H -3.668 -6.264 2.758 0.0 0.0 0.0 0.000
H -4.739 -5.582 0.681 0.0 0.0 0.0 0.000
H -3.238 -6.536 0.540 0.0 0.0 0.0 0.000
H -2.141 -4.214 0.610 0.0 0.0 0.0 0.000
H -3.769 -2.621 -3.095 0.0 0.0 0.0 0.000
H -2.630 -0.503 -3.835 0.0 0.0 0.0 0.000
H -1.280 0.753 -2.182 0.0 0.0 0.0 0.000
H -2.058 -2.019 0.777 0.0 0.0 0.0 0.000
```
Positions in Å, forces in eV/Å.



Copy entry 1 word for word.
Here is a 9-piece molecular cluster, C5H30N3O8 overall at a distorted geometry from the OMol25 dataset. Energies are from wB97M-V/def2-TZVPD.

Calculated values
2S+1: 2
Frontier orbital gap (alpha / beta) in eV: 2.557 / 9.117
LUMO (alpha / beta) in eV: 0.4 / 0.3
ΔE to the lowest compared entry with this formula, charge and spin in eV: 4.179
DFT total energy in eV: -26515.1833
Total charge: 0

Structure (XYZ):
```
46
Properties=species:S:1:pos:R:3:forces:R:3:lowdin_spin:R:1
C -2.129 3.195 -2.028 1.4 -0.8 3.7 0.042
C -1.906 1.814 -1.408 -1.8 -2.9 0.2 0.011
C -1.331 0.792 -2.454 -0.2 0.8 -1.1 0.040
C -1.666 -0.717 -2.278 1.2 1.9 5.4 0.008
N 1.215 -2.313 -0.588 -0.8 2.0 2.9 0.014
C 0.192 -1.572 -0.793 0.8 -0.1 -1.6 0.031
N -0.410 -1.466 -2.048 -1.0 -0.8 -0.8 0.006
N -0.921 1.679 -0.205 -2.6 -0.1 -0.3 0.024
H -2.353 2.991 -2.995 0.0 0.0 -3.2 0.003
H -1.173 3.627 -1.763 0.2 1.2 -1.0 0.030
H -2.959 3.760 -1.646 -0.2 0.2 0.7 0.005
H -2.965 1.352 -1.076 2.4 1.0 -0.3 0.002
H -0.202 0.920 -2.504 -1.4 -0.1 -0.2 0.033
H -1.771 1.092 -3.435 0.6 -0.1 0.5 0.004
H -2.389 -1.026 -2.929 -0.8 -1.5 -2.7 0.001
H -2.402 -0.784 -1.330 1.9 -0.1 -1.2 0.002
H 1.557 -2.916 -1.281 0.0 -0.6 -1.6 0.009
H -0.161 -0.828 0.009 0.3 -1.5 -1.2 0.009
H -0.022 -2.038 -2.852 -0.7 1.0 1.8 0.009
H -1.458 0.863 0.361 2.1 2.3 -0.5 0.006
H -0.840 2.579 0.347 -0.1 -1.3 0.2 0.007
H 0.059 1.493 -0.552 -0.5 -0.4 0.4 0.020
H 1.924 1.278 1.343 0.3 0.2 -0.5 0.026
H 2.027 2.611 0.496 0.3 -0.4 -0.7 0.035
O 1.801 2.235 1.342 -0.4 0.2 1.8 0.056
H -0.143 -2.259 2.721 4.3 1.3 -1.1 0.003
H -0.987 -2.807 3.595 -1.6 1.4 -3.0 0.003
O -1.046 -2.303 2.646 -3.1 -3.0 4.2 0.010
H 0.128 4.129 2.230 1.1 0.7 1.5 0.009
H -0.647 4.603 0.945 0.4 0.1 0.7 0.015
O -0.319 3.851 1.467 -1.9 -0.3 -2.5 0.040
H -1.104 -4.180 0.014 1.2 -0.1 -2.2 0.001
H 0.159 -4.664 -0.571 5.8 -2.7 2.1 0.001
O -0.579 -4.303 -0.856 -7.4 2.3 0.2 0.003
H 2.292 -1.196 2.958 -1.6 -0.4 -1.0 0.012
H 1.779 -2.193 1.883 -0.5 1.2 0.3 0.009
O 1.442 -1.480 2.495 2.3 -0.6 0.4 0.032
H 4.440 0.027 1.389 -1.6 -2.3 -1.0 0.022
H 4.403 -1.409 0.712 1.0 -0.9 -0.7 0.016
O 3.836 -0.767 1.095 0.5 3.2 1.7 0.052
H -2.167 0.134 2.917 1.6 -0.1 -1.6 0.005
H -0.831 0.006 2.063 5.5 -2.9 0.9 0.008
O -1.635 0.348 2.098 -7.1 3.1 0.7 0.021
H 2.118 0.038 -0.455 0.6 -0.8 -0.5 0.025
H 2.132 0.876 -1.919 -0.1 -0.6 1.9 0.094
O 1.926 0.862 -0.914 -0.6 1.3 -1.8 0.187
```
Positions in Å, forces in eV/Å.